Computed, not measured: a cluster of 3 separate species, C4H14O3 in total at a distorted geometry, with the ωB97M-V functional and the def2-TZVPD basis.

```
21
Properties=species:S:1:pos:R:3:forces:R:3:nbo_charge:R:1
C -0.828 1.490 -1.416 -1.32 -0.99 1.47 -0.092
O -1.396 2.400 -2.359 0.82 -0.01 -0.65 -0.745
C -1.403 0.022 -1.437 -0.12 0.82 1.98 -0.414
C -0.707 -0.720 -0.199 -1.20 0.50 -2.72 -0.491
C -1.040 -2.165 0.030 -4.52 1.57 1.25 -0.646
H -0.947 1.898 -0.341 0.00 -0.46 -1.75 0.168
H 0.201 1.328 -1.546 1.63 0.44 -0.31 0.171
H -0.710 2.634 -3.028 -0.82 -0.36 0.92 0.465
H -2.502 0.131 -1.285 0.57 -0.51 -0.11 0.183
H -1.198 -0.551 -2.320 0.05 0.08 -0.84 0.183
H 0.342 -0.726 -0.362 1.18 0.42 -0.24 0.198
H -0.883 -0.015 0.561 -0.21 0.15 1.78 0.199
H -0.908 -2.786 -0.753 1.71 -1.80 -3.00 0.193
H -0.540 -2.515 0.880 0.50 -0.76 1.33 0.196
H -2.198 -2.409 0.056 1.73 0.95 0.93 0.165
H 1.773 1.716 2.014 0.09 0.22 1.16 0.417
H 2.683 2.690 1.075 -0.80 -0.95 0.78 0.405
O 2.073 1.908 1.135 0.65 0.66 -2.03 -1.228
H 2.520 -0.973 2.472 0.41 -0.26 0.93 0.406
H 2.727 -2.139 3.481 -0.26 -0.52 -0.08 0.406
O 2.942 -1.218 3.341 -0.11 0.83 -0.80 -1.140
```
Forces are in eV/Å.

Computed properties:
Total charge: -1
Electronic energy in eV: -10515.24643
E_HOMO (spin up / spin down) in eV: 0.90 / -7.27
Multiplicity: 2
E_LUMO (spin up / spin down) in Ha: 0.1212 / 0.1183


Computed, not measured: a cluster of 4 separate species, C4H14O3 in total at a distorted geometry, with the ωB97M-V functional and the def2-TZVPD basis.

```
21
Properties=species:S:1:pos:R:3:forces:R:3:nbo_charge:R:1
C -2.366 -0.341 -0.580 0.50 0.47 -0.10 -0.467
C -1.330 0.501 -0.460 -0.61 -0.53 -0.39 0.050
C -0.356 0.621 -1.606 -0.07 -0.32 -0.35 -0.659
C -1.145 1.393 0.741 -0.45 0.12 -0.69 -0.662
H -3.107 -0.436 0.201 -0.14 -0.05 -0.01 0.200
H -2.513 -0.850 -1.527 -0.08 -0.26 0.25 0.199
H -0.614 1.460 -2.265 0.14 0.01 0.25 0.227
H -0.365 -0.280 -2.235 -0.19 0.20 0.15 0.212
H 0.670 0.738 -1.271 0.13 0.26 0.19 0.219
H -2.019 2.047 0.833 0.12 0.05 -0.07 0.222
H -0.268 2.009 0.545 0.05 -0.11 0.75 0.230
H -1.131 0.803 1.656 0.54 0.17 0.09 0.230
O 0.107 -1.952 1.076 0.42 0.11 0.43 -0.974
H 0.554 -2.494 0.418 -0.23 0.04 -0.11 0.480
H -0.692 -1.581 0.680 0.01 -0.04 -0.35 0.495
O 1.872 0.540 1.597 0.49 0.25 0.19 -0.966
H 1.497 -0.332 1.469 -0.64 -0.56 0.01 0.491
H 2.098 0.565 2.536 0.00 0.06 -0.19 0.476
O 3.347 -0.939 -0.656 1.27 -0.69 -0.02 -0.967
H 3.091 -0.528 0.170 -0.60 0.44 -0.11 0.493
H 2.670 -0.946 -1.321 -0.66 0.36 0.11 0.470
```
Forces are in eV/Å.

Computed properties:
SMILES: C=C(C)C.O.O.O
Total charge: 0
Electronic energy in eV: -10517.11909
E_HOMO in eV: -9.59
E_LUMO in Ha: 0.0210


Computed, not measured: a cluster of 5 separate species, C4H14O3 in total at a distorted geometry, with the ωB97M-V functional and the def2-TZVPD basis.

```
21
Properties=species:S:1:pos:R:3:forces:R:3:nbo_charge:R:1
C 0.445 1.692 -1.146 0.12 2.31 0.11 -0.677
C -0.409 0.958 -0.189 1.75 -0.90 0.74 -0.081
C -1.758 0.856 -0.229 -1.34 0.55 -0.29 -0.063
C -2.589 0.006 0.682 1.24 2.33 2.01 -0.657
H 0.928 2.609 -0.707 -0.83 -0.67 -0.10 0.235
H 1.338 1.163 -1.447 -0.05 -0.74 -0.25 0.259
H -0.124 2.077 -2.003 0.20 -0.37 0.03 0.219
H 0.141 0.321 0.529 -0.49 0.21 -0.41 0.239
H -2.269 1.483 -1.026 0.45 -1.15 0.79 0.205
H -3.480 -0.285 0.211 -1.26 -0.44 -0.63 0.227
H -1.986 -0.872 1.060 -0.11 0.35 -0.22 0.303
H -2.914 0.676 1.639 0.85 -1.61 -1.86 0.251
H -0.419 -2.922 0.868 0.13 -1.15 0.34 0.445
H 2.135 1.431 1.279 -0.22 -0.66 -0.10 -0.037
O -0.524 -2.024 0.594 -0.25 1.51 -0.23 -0.840
H 2.600 0.090 0.972 1.02 -3.04 -1.18 0.375
H 2.999 -1.288 1.609 0.09 -0.64 0.42 0.468
O 2.962 -0.985 0.703 -1.31 4.14 0.75 -0.906
H 1.766 -1.487 -1.093 -1.06 -0.39 -0.34 0.481
H 0.245 -1.782 -0.768 0.63 0.04 -0.61 0.486
O 0.910 -1.716 -1.537 0.43 0.33 1.05 -0.932
```
Forces are in eV/Å.

Computed properties:
Total charge: 0
Electronic energy in eV: -10507.47665
E_HOMO in eV: -8.83
E_LUMO in Ha: -0.1931


Computed, not measured: a cluster of 3 separate species, C4H14O4 in total at a distorted geometry, with the ωB97M-V functional and the def2-TZVPD basis.

```
22
Properties=species:S:1:pos:R:3:forces:R:3:nbo_charge:R:1
O 2.254 -1.298 -1.805 -0.27 1.09 -0.47 -0.732
C 0.867 -1.080 -2.173 1.66 -0.55 -0.11 -0.065
C -0.046 -1.075 -0.975 -0.12 1.22 0.02 -0.426
C 0.237 0.111 -0.038 0.87 0.03 0.43 -0.444
C 1.421 -0.068 0.919 -0.12 -0.64 0.41 -0.063
O 0.903 0.071 2.281 0.34 0.41 -1.21 -0.745
H 2.321 -2.040 -1.222 -0.09 -0.76 0.42 0.457
H 0.892 -0.110 -2.673 -0.24 0.02 0.11 0.180
H 0.662 -1.830 -2.943 -0.62 -0.02 0.19 0.173
H 0.041 -1.977 -0.367 -0.32 -0.30 -0.34 0.202
H -1.054 -0.910 -1.370 -0.12 -0.56 0.22 0.213
H -0.538 0.212 0.719 -0.64 0.19 -0.62 0.234
H 0.395 1.031 -0.607 -0.42 0.02 0.01 0.207
H 2.270 0.597 0.766 -0.20 0.23 -0.06 0.182
H 1.810 -1.084 0.826 0.08 -0.03 -0.02 0.150
H 1.331 -0.632 2.746 0.22 -0.39 0.89 0.473
O -1.415 2.291 2.128 0.59 -0.11 -0.06 -0.977
H -0.500 1.942 2.149 -0.94 0.03 0.04 0.479
H -1.962 1.678 1.605 0.33 0.17 0.25 0.485
O -3.286 1.108 0.289 -1.10 0.59 0.51 -0.939
H -2.716 1.184 -0.462 0.61 0.03 -0.78 0.472
H -3.886 1.880 0.205 0.49 -0.68 0.19 0.483
```
Forces are in eV/Å.

Computed properties:
SMILES: OCCCCO.O.O
Total charge: 0
Electronic energy in eV: -12564.22081
E_HOMO in eV: -10.48
E_LUMO in Ha: 0.0231


Computed, not measured: a cluster of 4 separate species, C4H14O4 in total at a distorted geometry, with the ωB97M-V functional and the def2-TZVPD basis.

```
22
Properties=species:S:1:pos:R:3:forces:R:3:nbo_charge:R:1
C 2.190 3.335 0.357 -0.77 -0.61 -1.24 -0.649
C 1.877 1.849 0.416 0.65 1.09 0.58 -0.163
C 1.065 1.338 1.324 -0.33 -0.92 -0.11 -0.228
C 0.610 -0.101 1.276 0.96 -0.39 -0.31 -0.090
O 0.735 -0.615 -0.059 -0.20 0.25 -0.32 -0.758
H 3.022 3.680 0.946 0.28 0.06 0.33 0.218
H 2.378 3.559 -0.699 0.34 0.14 0.17 0.212
H 1.274 3.882 0.552 0.06 0.26 0.54 0.215
H 2.415 1.248 -0.305 -0.50 -0.29 -0.20 0.203
H 0.728 1.910 2.182 -0.28 0.24 -0.25 0.201
H -0.392 -0.291 1.644 -0.30 0.32 -0.04 0.193
H 1.275 -0.700 1.886 0.13 -0.16 0.50 0.174
H 1.219 -1.443 -0.073 -0.08 -0.03 0.28 0.483
O -0.766 -0.659 -2.527 0.27 -0.43 0.06 -0.970
H -0.336 -0.451 -1.678 -0.18 0.07 0.12 0.503
H -0.120 -1.258 -2.926 -0.22 0.18 -0.13 0.461
O -3.284 -2.251 -1.469 0.14 -0.61 -0.48 -0.949
H -3.414 -3.189 -1.682 -0.17 0.30 0.16 0.474
H -2.517 -2.019 -2.015 0.08 0.52 0.08 0.502
O -2.301 -2.790 1.026 -0.26 0.28 -0.28 -0.983
H -2.994 -2.576 1.657 0.08 -0.06 0.09 0.459
H -2.663 -2.458 0.170 0.29 -0.22 0.44 0.492
```
Forces are in eV/Å.

Computed properties:
SMILES: C/C=C/CO.O.O.O
Total charge: 0
Electronic energy in eV: -12564.25837
E_HOMO in eV: -9.33
E_LUMO in Ha: 0.0215


Computed, not measured: a structure of composition C4H14O8Sr at a distorted geometry, with the ωB97M-V functional and the def2-TZVPD basis.

```
27
Properties=species:S:1:pos:R:3:forces:R:3:nbo_charge:R:1
Sr 0.094 -0.200 -0.025 0.02 -1.03 0.76 1.842
C -0.624 -4.563 -0.019 -0.01 -0.28 0.16 -0.727
C -0.186 -3.197 0.465 0.51 0.60 -0.13 0.756
O -0.911 -2.527 1.252 0.20 0.05 -0.38 -0.809
O 0.916 -2.773 -0.011 -0.60 0.34 0.01 -0.832
H 0.025 -5.324 0.424 -0.02 0.07 0.01 0.225
H -0.472 -4.618 -1.096 -0.06 -0.01 -0.01 0.218
H -1.654 -4.794 0.239 -0.03 0.08 0.02 0.213
C 0.067 4.392 0.226 -0.41 0.23 -0.17 -0.730
C 0.048 2.894 -0.026 -0.16 -0.34 -0.09 0.772
O -0.032 2.471 -1.213 0.23 -0.22 0.11 -0.822
O 0.068 2.119 0.976 -0.10 0.24 -0.01 -0.842
H -0.238 4.935 -0.670 0.08 -0.11 0.02 0.219
H 1.044 4.766 0.529 0.12 -0.23 0.06 0.226
H -0.636 4.630 1.027 0.12 -0.06 0.02 0.224
O 2.391 0.489 -0.562 0.48 0.30 -0.36 -0.983
H 3.256 0.515 -0.146 0.00 -0.10 0.06 0.499
H 2.349 1.258 -1.148 -0.06 0.05 0.06 0.502
O -2.372 0.295 0.122 -0.23 0.41 0.10 -0.978
H -3.184 0.291 -0.391 -0.01 -0.11 -0.03 0.495
H -2.331 1.170 0.535 0.01 -0.03 -0.01 0.500
O -0.286 -0.307 -2.537 -0.17 0.20 -0.21 -0.991
H -0.182 -0.820 -3.342 0.03 -0.08 0.03 0.498
H -0.556 0.583 -2.801 0.12 0.06 0.07 0.509
O 1.098 -0.503 2.359 0.06 0.03 0.02 -0.981
H 1.620 0.030 2.963 -0.11 0.08 0.05 0.487
H 0.689 -1.211 2.870 -0.04 -0.13 -0.18 0.508
```
Forces are in eV/Å.

Computed properties:
Total charge: 0
Electronic energy in eV: -21596.34426
E_HOMO in eV: -8.54
E_LUMO in Ha: -0.0004


Listing ΔE to the lowest compared entry with this formula, charge and spin for the structures above in their given order: 116.4, 78.2, 1008.5, 77.9, 74.3, 0.0 kJ/mol.